1.
DFT (ωB97M-V/def2-TZVPD) results for the ion C3H9NS2 with charge +1 in a non-equilibrium geometry.

Output
<S²> = 0.76
E_LUMO (spin up / spin down) = -3.3710 / -8.0790 eV
E = -970.45838 Ha
Net charge = +1
Spin multiplicity = 2

The geometry in XYZ format:
```
15
Properties=species:S:1:pos:R:3:forces:R:3:mulliken_charge:R:1
S 0.48169 -0.14188 -2.67826 0.598 2.127 0.880 -0.13
S 1.34263 0.55208 -0.81546 -2.172 -0.516 -0.152 0.00
C -0.15473 0.74368 0.42243 1.162 -0.455 -1.583 -0.70
C -0.06382 -0.49526 1.39132 -0.326 1.660 2.310 -0.66
N -1.34927 -0.93071 1.93056 0.815 1.626 -0.959 0.03
C -1.81544 -0.08938 3.06814 1.966 -0.367 -1.298 -0.70
H 0.08818 -1.36545 -2.46237 0.024 -1.195 0.688 0.17
H -0.03641 1.65493 1.01341 0.345 -0.148 -0.142 0.37
H -1.08873 0.87693 -0.10309 -0.155 -0.408 -0.485 0.46
H 0.37008 0.05232 2.23027 0.312 -0.661 0.202 0.33
H 0.64395 -1.26197 1.23153 0.209 -1.154 -1.290 0.49
H -1.98780 -1.35278 1.22165 0.192 0.051 1.159 0.34
H -0.96266 0.48158 3.45405 -0.060 -0.303 -0.290 0.30
H -2.09656 -0.71077 3.86585 -1.353 -0.764 0.910 0.34
H -2.47038 0.62267 2.64280 -1.558 0.506 0.050 0.37
```
Positions in Å, forces in eV/Å.

2.
DFT (ωB97M-V/def2-TZVPD) results for the ion CH3N2O with charge +1 in a non-equilibrium geometry.

Output
E_LUMO (spin up / spin down) = -6.3045 / -6.3337 eV
E = -224.12797 Ha
Net charge = +1

The geometry in XYZ format:
```
7
Properties=species:S:1:pos:R:3:forces:R:3:mulliken_charge:R:1
C 0.15951 -0.31494 0.07758 6.881 -3.172 0.192 0.51
N -2.08607 -0.02987 -0.20346 -2.174 -1.403 -4.018 -0.29
N 1.44530 -0.09520 -0.03575 0.028 0.365 -0.882 -0.29
O -0.92020 0.10163 0.22727 -0.731 2.497 2.177 0.14
H -2.74507 0.30622 0.43850 -0.698 1.000 2.024 0.29
H 1.80682 0.72417 -0.50519 -0.621 1.046 -0.092 0.30
H 2.33971 -0.69201 0.00104 -2.684 -0.333 0.598 0.34
```
Positions in Å, forces in eV/Å.

3.
DFT (ωB97M-V/def2-TZVPD) results for the molecule C7H8O in a non-equilibrium geometry.

Output
Structure (SMILES) = C1=CC2=C(C1)OCC2
E_LUMO = 1.0220 eV
E = -346.61497 Ha

The geometry in XYZ format:
```
16
Properties=species:S:1:pos:R:3:forces:R:3:mulliken_charge:R:1
C -0.50779 -1.17305 1.94760 -2.097 0.139 -2.376 -0.60
C 0.26744 -1.57973 0.90183 -1.039 0.893 -0.567 -0.44
C 0.20069 -0.63803 -0.27339 -0.207 2.551 1.257 0.16
C -0.59625 0.48042 0.16569 3.727 -4.664 -0.656 -0.07
C -1.09610 0.12067 1.47001 -2.704 1.674 3.035 -0.04
O -0.39429 1.63480 -0.44632 -0.933 0.702 0.770 -0.43
C 0.57052 1.45258 -1.44504 3.180 0.991 -1.402 -0.37
C 0.92818 -0.10672 -1.55628 -1.482 0.803 -0.907 -0.47
H -1.29587 -1.70665 2.56766 2.162 0.030 -0.225 0.28
H 0.64175 -2.54322 0.99074 1.183 -1.624 -0.746 0.41
H -0.68092 0.78960 2.32268 -1.564 -0.003 -1.439 0.21
H -2.27227 -0.06694 1.40936 2.211 1.045 0.683 0.27
H 1.59984 2.04831 -1.24474 -2.304 -1.145 0.343 0.20
H 0.17419 2.02695 -2.31608 0.267 -1.170 0.137 0.29
H 0.54711 -0.47618 -2.51188 -1.584 -0.280 0.254 0.24
H 1.91375 -0.26283 -1.98183 1.185 0.058 1.838 0.37
```
Positions in Å, forces in eV/Å.

4.
DFT (ωB97M-V/def2-TZVPD) results for a cluster of 7 separate species, C7H24Cl4O5 in total in a non-equilibrium geometry.

Output
Structure (SMILES) = ClCCl.ClCCl.CO.CO.CO.CO.CO
E_LUMO = 0.1444 eV
E = -2497.95737 Ha

The geometry in XYZ format:
```
40
Properties=species:S:1:pos:R:3:forces:R:3:mulliken_charge:R:1
Cl 1.66870 -2.23576 3.52886 -0.065 -0.005 -0.132 -0.18
C 0.15912 -2.44282 2.63009 -0.540 0.056 -0.541 0.41
Cl -1.20951 -2.87733 3.65205 -0.213 -0.076 0.422 -0.18
H -0.12968 -1.48729 2.16622 0.407 -0.520 -0.067 -0.30
H 0.23687 -3.28173 1.92296 0.364 0.646 0.166 0.26
Cl -4.57516 -4.31470 -0.27028 0.928 0.604 -0.190 -0.18
C -3.20892 -3.09775 -0.27959 -1.502 -0.143 -1.201 0.02
Cl -2.53240 -2.78820 -1.93784 -0.562 -0.314 1.164 -0.15
H -3.66428 -2.20401 0.12711 0.271 0.207 -0.244 0.17
H -2.44608 -3.47533 0.33970 0.858 -0.425 0.535 0.12
C -1.96735 1.16609 1.44958 0.677 -0.341 -0.280 -0.52
O -1.07924 0.36936 0.62612 1.027 0.911 0.984 -0.33
H -2.94911 0.70511 1.35948 -0.033 0.143 0.223 0.25
H -1.61455 1.18745 2.50059 -0.371 -0.099 -0.461 0.32
H -1.99445 2.19182 1.06961 -0.172 -0.040 0.101 0.12
H -0.16959 0.71239 0.85705 -0.910 -0.596 -0.519 0.24
C -1.19050 3.93335 -1.04871 -1.167 -0.196 -0.020 -0.38
O -0.62636 4.58707 -2.17268 -0.090 0.844 1.774 -0.55
H -0.77408 2.93660 -0.82620 -0.008 0.335 -0.301 -0.03
H -1.02904 4.55716 -0.19014 0.264 0.392 0.414 0.38
H -2.31373 3.83279 -1.12188 0.958 -0.049 -0.172 0.27
H -0.63035 3.97190 -2.86762 0.036 -1.394 -1.592 0.31
C -1.90472 0.75161 -2.69518 0.807 -0.839 -0.739 -0.31
O -0.65839 1.47004 -2.94391 -0.777 -0.223 0.969 -0.51
H -2.59900 1.06172 -3.48494 0.260 -0.274 0.101 0.34
H -1.64374 -0.33835 -2.76359 -0.697 0.937 -0.063 0.07
H -2.40573 0.91259 -1.73167 0.562 0.334 -0.013 0.15
H -0.07110 1.20730 -2.21678 -0.138 0.192 -0.340 0.24
C 2.75506 1.62031 0.59084 -0.407 0.779 -0.487 -0.66
O 1.71699 1.06376 1.38542 0.223 -1.046 0.449 -0.48
H 3.73846 1.53620 1.01460 0.379 -0.241 0.463 0.35
H 2.80282 1.22780 -0.42937 -0.216 -0.210 0.129 0.21
H 2.51060 2.67698 0.53739 0.139 0.174 -0.209 0.28
H 2.06779 0.29584 1.87492 -0.253 0.451 -0.341 0.25
C 4.28937 -2.81094 0.17066 0.997 0.184 -0.444 -0.47
O 4.65244 -1.62897 -0.54720 -1.249 -0.044 -0.895 -0.51
H 3.23556 -3.01984 0.07311 -0.376 -0.078 0.406 0.18
H 4.85987 -3.64492 -0.20734 0.030 -0.564 -0.433 0.29
H 4.65489 -2.71283 1.17894 -0.439 0.298 0.573 0.20
H 4.03854 -1.61447 -1.32038 0.997 0.227 0.811 0.30
```
Positions in Å, forces in eV/Å.